[1]
# C2H23O10

A cluster of 10 separate species, C2H23O10 in total in a non-equilibrium geometry (ωB97M-V/def2-TZVPD, the OMol25 dataset).

E_LUMO ... 2.67 eV
Total charge ... -1

Cartesian coordinates (Å):
C -26.6420 5.0395 21.0846
C -25.8393 6.3031 21.3901
O -24.9639 6.4698 20.3448
H -27.2885 5.2017 20.2673
H -27.2909 4.6629 21.8418
H -25.9321 4.1926 20.8486
H -25.2835 6.2118 22.3218
H -26.4832 7.1264 21.4254
O -23.9455 9.3315 21.7236
H -24.7857 9.1787 21.3343
H -23.7654 10.0913 21.1996
O -23.1332 4.7484 21.4679
H -23.2609 3.9896 22.0534
H -23.9393 5.2113 21.2836
O -27.7709 5.8785 17.7192
H -26.9502 5.8006 18.1456
H -28.1146 6.5766 18.2454
O -26.8401 3.0966 18.0610
H -26.6456 2.5481 18.8697
H -27.2544 2.6175 17.3683
O -22.6041 7.2041 22.9472
H -23.1279 7.7743 22.4415
H -22.8234 6.4530 22.4715
O -25.2644 8.8640 19.0293
H -24.5401 9.3544 19.4650
H -25.1936 7.9668 19.4157
O -22.6663 6.6643 19.4684
H -22.0912 6.0408 19.8939
H -23.6063 6.5804 19.8415
O -24.0180 2.7252 19.7511
H -24.7742 2.5193 20.2602
H -23.7067 3.6389 20.0740
O -25.0402 5.0716 18.0860
H -25.6949 4.3271 18.0810
H -25.2013 5.3547 18.9692

[2]
# H25O12

A cluster of 12 separate species, H25O12 in total in a non-equilibrium geometry (ωB97M-V/def2-TZVPD, the OMol25 dataset).

E_LUMO ... -3.16 eV
Total charge ... +1

Cartesian coordinates (Å):
O 0.1571 1.0825 1.3720
H 0.5387 1.6519 0.4196
H -0.8575 1.1747 1.1929
O 3.1377 1.5260 -1.7712
H 2.9368 0.9806 -2.4669
H -1.2437 -3.8948 2.7651
O 0.7512 1.2295 -4.2215
H 2.5086 -2.8524 1.5420
O -3.6230 -0.7735 1.7227
H 0.2581 1.9924 -4.5374
H -4.1358 -1.6393 2.0057
O -2.8221 1.6115 -0.1476
H -3.2919 1.2556 -0.8978
H -3.5576 1.6223 0.5319
O -0.8553 3.2022 2.3975
H -0.7804 4.1944 2.3558
H -0.9909 3.0757 3.3268
O -1.3343 -3.0117 2.3927
H 1.8280 -1.4585 -0.2363
H 1.1729 3.1936 -0.8706
O 1.6255 -0.4766 -0.2363
H 1.8780 -0.3719 -1.1801
H 4.1061 1.4439 -1.7393
O 1.8801 -3.2896 2.1169
H 0.1177 0.3046 0.6144
H 1.1156 -2.7561 2.4289
O 2.3639 -3.4983 -1.1728
H 1.7538 -4.2110 -1.1436
H 3.0908 -3.7940 -1.7490
O 1.2885 2.7885 -0.0054
H -2.9479 -1.0648 1.0592
H 2.2021 2.6828 0.2074
O -2.4662 -0.2500 -2.0503
H -2.3255 -3.0687 2.3496
H -2.7070 -0.3150 -3.0111
H 0.1437 0.7268 -3.7291
H -1.5337 0.1310 -2.3393

[3]
# C2H3NOS

An isolated molecule of C2H3NOS in a non-equilibrium geometry (ωB97M-V/def2-TZVPD, the OMol25 dataset).

Structure (SMILES) ... NC(=O)C=S
E_LUMO ... -1.85 eV
Total charge ... 0

Cartesian coordinates (Å):
C 0.9284 -0.0466 0.2100
C -0.2010 -0.7494 0.2388
H -0.2282 1.7646 0.6730
H 1.4276 2.1171 0.2255
H -0.4322 -1.9107 0.4034
N 0.6397 1.3158 -0.1028
O 2.0082 -0.7010 -0.1962
S -1.6047 -0.0499 -0.1066

Q: The highest total charge belongs to which entry?
A: H25O12